No. 1
ORCA calculation (ωB97M-V/def2-TZVPD) on C7H13N in the gas phase at a distorted geometry.

ORCA input file:
```
! wB97M-V def2-TZVPD RIJCOSX def2/J DEFGRID3
* xyz 0 1
C -2.243 1.636 -3.064
C -1.107 1.491 -2.367
C -0.836 0.446 -1.421
C 0.336 0.303 -0.799
C 0.622 -0.936 0.064
C 0.528 -0.593 1.540
C 1.914 -0.267 2.115
N -0.068 -1.614 2.403
H -3.054 0.971 -3.329
H -2.284 2.521 -3.701
H -0.433 2.337 -2.446
H -1.526 -0.379 -1.263
H 1.209 0.928 -0.929
H -0.213 -1.610 -0.167
H 1.483 -1.508 -0.288
H -0.090 0.294 1.638
H 2.514 0.587 1.745
H 2.612 -1.104 2.131
H 1.829 0.156 3.123
H -0.463 -2.444 1.971
H -0.730 -1.216 3.045
*
```

Properties
Frontier orbital gap   0.3538 Ha
E_LUMO   1.087 eV
F_max   2.12 eV/Å
HOMO   -8.541 eV
Relative energy (zero: lowest compared OMol25 entry of this formula, charge and spin)   43.2 kcal per mole
SMILES   C=C/C=C/C[C@H](C)N


No. 2
ORCA calculation (ωB97M-V/def2-TZVPD) on C7H13N in the gas phase at a distorted geometry.

ORCA input file:
```
! wB97M-V def2-TZVPD RIJCOSX def2/J DEFGRID3
* xyz 0 1
C 0.146 2.521 1.726
C -0.005 1.203 1.978
C 0.512 -0.015 1.228
C -0.210 -0.124 -0.087
C -1.285 -0.994 -0.157
N -1.761 -1.468 -1.326
C 0.611 0.151 -1.336
C 1.670 -0.938 -1.511
H 0.040 3.290 2.498
H 0.828 2.839 0.865
H -0.552 1.040 2.869
H 0.382 -0.884 1.909
H 1.572 -0.026 0.920
H -1.830 -1.295 0.770
H -1.294 -1.225 -2.112
H -2.661 -1.893 -1.490
H 0.114 0.211 -2.233
H 1.132 1.047 -1.336
H 1.624 -1.645 -2.383
H 1.648 -1.491 -0.569
H 2.690 -0.516 -1.477
*
```

Properties
Frontier orbital gap   0.3064 Ha
E_LUMO   1.032 eV
F_max   3.29 eV/Å
HOMO   -7.305 eV
Relative energy (zero: lowest compared OMol25 entry of this formula, charge and spin)   58.6 kcal per mole
SMILES   C=CC/C(=C/N)CC


No. 3
ORCA calculation (ωB97M-V/def2-TZVPD) on 2 unconnected molecules or ions with the total composition C7H13N2O at a distorted geometry.

ORCA input file:
```
! wB97M-V def2-TZVPD RIJCOSX def2/J DEFGRID3
* xyz 1 1
C 1.266 -1.982 -2.363
C -1.579 0.878 0.974
C -0.679 0.147 1.970
C 1.385 0.128 -1.054
C -1.009 0.483 -0.396
C 0.444 0.208 -0.080
C -1.669 -0.774 -0.967
N 2.825 -0.074 -0.801
N 0.568 0.023 1.238
O 2.384 -2.158 -2.502
H -2.622 0.598 1.079
H -1.492 1.953 1.117
H -0.523 0.713 2.890
H -1.071 -0.840 2.232
H 1.159 0.466 -2.046
H -1.107 1.292 -1.121
H -2.730 -0.593 -1.108
H -1.549 -1.618 -0.296
H -1.231 -1.032 -1.925
H 2.978 -0.474 0.131
H 3.357 0.803 -0.877
H 1.393 -0.304 1.712
H 3.197 -0.747 -1.503
*
```

Properties
Frontier orbital gap   0.3318 Ha
E_LUMO   -3.432 eV
F_max   1.19 eV/Å
HOMO   -12.462 eV
Relative energy (zero: lowest compared OMol25 entry of this formula, charge and spin)   40.8 kcal per mole


No. 4
ORCA calculation (ωB97M-V/def2-TZVPD) on a gas-phase ion, C7H13N2O3 (charge -1) at a distorted geometry.

ORCA input file:
```
! wB97M-V def2-TZVPD RIJCOSX def2/J DEFGRID3
* xyz -1 1
C -1.726 -1.796 -1.311
C -1.788 -0.599 -0.421
C -0.619 0.246 -0.156
C -0.702 1.740 -0.435
O -1.992 2.254 -0.587
N 0.400 -0.357 0.293
C 1.662 0.267 0.583
C 2.596 0.133 -0.626
C 2.252 -0.466 1.792
N -2.804 -0.384 0.382
O -3.867 -1.043 0.349
O -2.634 0.561 1.245
H -0.745 -2.263 -1.234
H -1.905 -1.528 -2.358
H -2.498 -2.499 -1.001
H -0.167 1.932 -1.377
H -0.174 2.284 0.367
H -2.486 1.837 0.168
H 1.574 1.339 0.834
H 2.203 0.692 -1.473
H 3.589 0.511 -0.383
H 2.675 -0.914 -0.909
H 3.208 -0.033 2.085
H 2.389 -1.517 1.548
H 1.559 -0.398 2.627
*
```

Properties
Frontier orbital gap   0.2514 Ha
E_LUMO   3.456 eV
F_max   1.19 eV/Å
HOMO   -3.386 eV
Relative energy (zero: lowest compared OMol25 entry of this formula, charge and spin)   115.4 kcal per mole
SMILES   CC(/C(CO)=N/C(C)C)=[N+]([O-])[O-]


No. 5
ORCA calculation (ωB97M-V/def2-TZVPD) on C7H13N2P in the gas phase at a distorted geometry.

ORCA input file:
```
! wB97M-V def2-TZVPD RIJCOSX def2/J DEFGRID3
* xyz 0 1
C 0.764 0.450 -2.876
P 0.496 1.760 -1.544
C 0.265 0.612 -0.111
C 1.300 0.182 0.808
C 2.668 0.734 0.808
N 0.737 -0.617 1.747
N -0.561 -0.727 1.470
C -1.225 -1.550 2.475
C -0.923 -0.057 0.371
C -2.232 -0.137 -0.409
H 1.315 -0.516 -2.477
H 1.219 0.857 -3.757
H -0.111 0.064 -3.311
H -0.798 1.998 -1.725
H 2.508 1.846 0.828
H 3.126 0.211 1.592
H 3.297 0.516 -0.099
H -0.552 -2.202 2.983
H -1.714 -0.907 3.145
H -2.044 -2.069 1.852
H -2.711 0.889 -0.273
H -2.112 -0.336 -1.447
H -2.712 -1.002 -0.051
*
```

Properties
Frontier orbital gap   0.3372 Ha
E_LUMO   0.881 eV
F_max   4.28 eV/Å
HOMO   -8.294 eV
Relative energy (zero: lowest compared OMol25 entry of this formula, charge and spin)   0.0 kcal per mole
SMILES   CPc1c(C)nn(C)c1C


No. 6
ORCA calculation (ωB97M-V/def2-TZVPD) on 2 unconnected molecules or ions with the total composition C7H13N2P at a distorted geometry.

ORCA input file:
```
! wB97M-V def2-TZVPD RIJCOSX def2/J DEFGRID3
* xyz 0 1
C -3.074 -0.898 0.634
C -3.345 -0.238 -0.581
C -1.495 0.581 0.388
C 2.629 0.897 0.111
C 1.193 -0.802 1.388
C 1.073 -0.577 -1.136
C 1.376 0.059 0.140
N -1.984 -0.335 1.235
N -2.271 0.597 -0.757
P 0.179 1.375 0.589
H -3.553 -1.683 1.151
H -4.205 -0.359 -1.320
H 3.610 0.562 -0.364
H 2.370 1.921 -0.182
H 2.940 0.793 1.179
H 0.254 -1.515 1.274
H 0.952 -0.085 2.176
H 2.060 -1.503 1.710
H 0.026 -0.860 -1.233
H 1.150 0.228 -1.890
H 1.762 -1.352 -1.434
H -1.985 1.096 -1.563
H 0.338 2.100 -1.514
*
```

Properties
Frontier orbital gap   0.3002 Ha
E_LUMO   -0.434 eV
F_max   3.58 eV/Å
HOMO   -8.603 eV
Relative energy (zero: lowest compared OMol25 entry of this formula, charge and spin)   44.0 kcal per mole


No. 7
ORCA calculation (ωB97M-V/def2-TZVPD) on C7H13N3 in the gas phase.

ORCA input file:
```
! wB97M-V def2-TZVPD RIJCOSX def2/J DEFGRID3
* xyz 0 1
H 3.530 -0.199 0.144
N 2.872 -0.944 -0.089
C 1.686 -0.564 -0.288
C 0.633 -1.586 -0.628
C -0.372 -1.680 0.487
C -1.556 -1.070 0.511
N -2.098 -0.292 -0.497
N -3.234 0.503 -0.247
C 1.208 0.846 -0.189
C 0.805 1.501 -1.268
C 1.227 1.439 1.188
H 1.124 -2.549 -0.768
H 0.137 -1.297 -1.557
H -0.084 -2.288 1.329
H -2.228 -1.229 1.348
H -1.427 0.201 -1.072
H -3.162 1.006 0.643
H -4.052 -0.102 -0.198
H 0.816 1.043 -2.244
H 0.483 2.529 -1.227
H 2.223 1.362 1.625
H 0.542 0.885 1.832
H 0.930 2.485 1.166
*
```

Properties
Frontier orbital gap   0.3304 Ha
E_LUMO   0.881 eV
F_max   0.63 eV/Å
HOMO   -8.110 eV
Relative energy (zero: lowest compared OMol25 entry of this formula, charge and spin)   46.0 kcal per mole
SMILES   [H]/N=C(/C/C=C\NN)C(=C)C


No. 8
ORCA calculation (ωB97M-V/def2-TZVPD) on 2 unconnected molecules or ions with the total composition C7H13N3O at a distorted geometry.

ORCA input file:
```
! wB97M-V def2-TZVPD RIJCOSX def2/J DEFGRID3
* xyz 0 1
C -0.684 -1.932 1.575
C -1.275 -2.030 0.210
C -2.186 -2.913 -0.281
N -2.336 -2.603 -1.607
C -1.528 -1.536 -1.856
N -0.850 -1.187 -0.797
H -1.299 -2.484 2.292
H -0.760 -0.905 1.910
H 0.341 -2.289 1.658
H -2.734 -3.596 0.346
H -3.146 -2.825 -2.172
H -1.192 -1.291 -2.852
C 2.057 1.356 1.317
C 1.352 2.611 0.777
C 1.536 2.887 -0.708
N 0.709 2.190 -1.533
O 2.170 3.848 -1.101
H 2.592 1.602 2.236
H 2.866 1.044 0.656
H 1.398 0.518 1.500
H 0.271 2.494 0.884
H 1.510 3.478 1.404
H 0.924 2.262 -2.517
H 0.265 1.300 -1.342
*
```

Properties
Frontier orbital gap   0.3577 Ha
E_LUMO   0.667 eV
F_max   1.84 eV/Å
HOMO   -9.065 eV
Relative energy (zero: lowest compared OMol25 entry of this formula, charge and spin)   11.5 kcal per mole
SMILES   Cc1c[nH]cn1.CCC(N)=O


No. 9
ORCA calculation (ωB97M-V/def2-TZVPD) on 2 unconnected molecules or ions with the total composition C7H13N3O at a distorted geometry.

ORCA input file:
```
! wB97M-V def2-TZVPD RIJCOSX def2/J DEFGRID3
* xyz 0 1
C 3.734 1.018 -0.501
C 2.727 0.084 0.086
C 2.212 0.020 1.345
N 1.412 -1.068 1.263
N 1.423 -1.642 0.074
N 2.228 -0.904 -0.674
H 3.468 2.062 -0.295
H 4.715 0.853 -0.037
H 3.814 0.856 -1.594
H 2.330 0.572 2.262
H 0.857 -1.438 2.005
C -3.564 0.941 0.842
C -2.595 0.341 0.152
C -1.601 1.030 -0.756
O -2.435 -1.022 0.288
C -1.817 -1.751 -0.745
H -3.527 2.016 0.984
H -4.384 0.368 1.273
H -1.854 0.840 -1.815
H -0.594 0.659 -0.607
H -1.589 2.109 -0.559
H -0.765 -1.486 -0.856
H -1.873 -2.800 -0.423
H -2.325 -1.657 -1.712
*
```

Properties
Frontier orbital gap   0.3391 Ha
E_LUMO   0.733 eV
F_max   1.58 eV/Å
HOMO   -8.495 eV
Relative energy (zero: lowest compared OMol25 entry of this formula, charge and spin)   65.3 kcal per mole
SMILES   Cc1c[nH]nn1.C=C(C)OC


No. 10
ORCA calculation (ωB97M-V/def2-TZVPD) on a molecular structure, C7H13N3O4S at a distorted geometry.

ORCA input file:
```
! wB97M-V def2-TZVPD RIJCOSX def2/J DEFGRID3
* xyz 0 1
C -2.783 0.607 0.357
C -1.643 0.054 -0.300
C -2.975 1.941 0.756
C 2.268 -1.581 -1.412
C 0.573 -0.884 1.566
C 2.431 -0.064 -1.294
C 1.557 0.116 1.131
N -3.650 -0.381 0.497
N -1.863 -1.189 -0.554
N 1.625 0.542 -0.274
O -1.150 -2.125 -0.935
O 0.354 1.609 -2.180
O 0.003 2.448 0.113
O -3.205 -1.478 -0.001
S 0.272 1.344 -0.775
H -2.017 2.326 0.922
H -3.432 2.556 0.097
H -3.555 1.886 1.590
H 2.882 -2.110 -0.748
H 1.178 -1.954 -1.175
H 2.518 -2.078 -2.400
H -0.414 -0.406 1.401
H 0.534 -1.821 0.918
H 0.793 -0.985 2.661
H 3.544 0.214 -1.044
H 2.222 0.516 -2.170
H 1.320 1.149 1.808
H 2.613 -0.252 1.446
*
```

Properties
Frontier orbital gap   0.2973 Ha
E_LUMO   -1.098 eV
F_max   4.63 eV/Å
HOMO   -9.187 eV
Relative energy (zero: lowest compared OMol25 entry of this formula, charge and spin)   228.1 kcal per mole